Computed, not measured: an isolated ion of composition C9H14N5 and charge +1 in a non-equilibrium geometry, with ωB97M-V/def2-TZVPD.

Calculated values
gap between HOMO and LUMO = 0.3352 hartree
LUMO level = -4.28 eV
SMILES string = C#CCCCn1[nH]nnc1=[N+]=C(C)C
ΔE to the lowest compared entry with this formula, charge and spin = 7.8582 eV
net charge = +1

XYZ file:
```
28
Properties=species:S:1:pos:R:3:forces:R:3:lowdin_charge:R:1
N 0.117 1.693 0.587 -0.49 -3.21 0.70 -0.0328
N -0.529 3.727 0.240 -0.19 -1.51 0.25 0.0679
N -2.121 0.564 1.062 3.65 1.00 -2.19 0.1530
N -1.600 3.013 0.484 0.73 -0.98 0.28 0.1023
N 0.549 2.922 0.283 -2.96 -0.09 0.49 0.0722
C -2.228 -0.358 0.119 0.07 -1.51 0.06 -0.2595
C -1.276 1.625 0.728 0.48 3.98 -0.80 -0.2021
C -1.642 -1.808 0.441 -1.21 0.68 0.17 -0.0353
C -2.925 -0.195 -1.275 0.75 -0.65 0.39 -0.0106
C 1.955 0.478 -0.571 0.64 0.54 0.53 -0.1651
C 2.851 -0.829 -0.729 -0.38 -1.73 0.24 -0.1640
C 1.776 -2.716 0.978 0.17 0.43 -0.63 0.0688
C 2.443 -2.009 0.228 -1.58 0.95 0.18 -0.1136
C 1.092 0.553 0.758 0.14 0.41 -0.13 -0.0810
H -2.316 -0.793 -2.034 -0.81 0.96 0.87 0.1041
H -2.492 -2.555 0.380 1.11 0.61 0.03 0.1040
H 2.682 1.361 -0.534 -0.90 -1.14 -0.13 0.1126
H -3.105 0.870 -1.591 0.24 -1.15 0.45 0.0959
H 3.949 -0.624 -0.580 -1.24 -0.09 -0.28 0.1171
H 2.667 -1.223 -1.783 0.60 0.51 1.36 0.1243
H 1.088 -3.348 1.605 1.53 0.90 -1.01 0.0683
H 1.524 3.186 0.118 -0.55 -0.10 0.11 0.1920
H 0.465 -0.354 0.975 0.82 0.98 -0.37 0.0905
H -3.918 -0.759 -1.200 1.21 0.83 0.08 0.1216
H 1.314 0.667 -1.490 0.58 -0.52 1.22 0.1270
H 1.705 0.805 1.683 -0.63 -0.52 -1.24 0.1586
H -1.155 -1.834 1.469 -0.83 0.13 -1.38 0.0881
H -0.871 -2.057 -0.351 -0.92 0.32 0.75 0.0955
```
Forces are in eV/Å.

---

Computed, not measured: a 2-piece molecular cluster, C6H5N4O overall in a non-equilibrium geometry, with ωB97M-V/def2-TZVPD.

Calculated values
gap between HOMO and LUMO = 0.2638 hartree
LUMO level = 2.88 eV
ΔE to the lowest compared entry with this formula, charge and spin = 0.1292 eV
net charge = -1

XYZ file:
```
16
Properties=species:S:1:pos:R:3:forces:R:3:lowdin_charge:R:1
O -3.963 2.713 -0.929 1.25 -1.17 -2.10 -0.1238
N -1.755 -0.487 -1.858 0.03 1.50 0.18 -0.0396
N -1.210 -2.548 -1.370 0.53 -0.72 0.46 -0.0261
N -1.980 -1.753 -2.055 -1.03 -0.68 -0.87 -0.1434
N -3.451 2.346 -1.993 -0.97 0.93 1.60 0.0140
C -0.388 -1.756 -0.639 -0.36 1.11 -0.34 -0.3065
C -0.071 0.665 -0.371 -0.04 0.14 -0.03 -0.0682
C -0.744 -0.404 -0.959 0.28 -1.21 0.23 -0.2988
C 0.635 -2.026 0.265 0.03 -0.14 0.03 -0.0682
C 0.937 0.370 0.515 0.09 0.38 0.09 -0.1474
C 1.284 -0.953 0.829 0.23 -0.20 0.15 -0.1491
H 1.482 1.179 0.988 0.02 0.01 0.01 0.0802
H 0.904 -3.045 0.510 0.05 -0.07 0.03 0.0911
H -2.977 1.405 -1.904 -0.16 -0.01 0.46 0.0183
H 2.094 -1.129 1.525 0.05 0.00 0.09 0.0783
H -0.334 1.687 -0.608 0.01 0.12 0.00 0.0891
```
Forces are in eV/Å.

---

Computed, not measured: one molecule with the formula C3H2N2O2 in a non-equilibrium geometry, with ωB97M-V/def2-TZVPD.

Calculated values
gap between HOMO and LUMO = 0.4232 hartree
LUMO level = -0.10 eV
SMILES string = [H]/N=C(/C#N)OC=O
ΔE to the lowest compared entry with this formula, charge and spin = 1.4795 eV

XYZ file:
```
9
Properties=species:S:1:pos:R:3:forces:R:3:lowdin_charge:R:1
O -0.950 -1.969 1.065 0.07 0.79 0.03 0.1524
O -0.873 0.159 0.267 -0.18 0.23 0.00 0.0430
N -0.089 1.749 -1.317 -0.02 -0.54 0.41 0.1953
N 1.733 -1.168 -0.403 0.14 0.95 -0.76 0.2129
C -0.424 -0.909 1.097 -0.39 -0.48 0.12 -0.3068
C 0.015 0.703 -0.628 0.00 0.13 -0.07 -0.4309
C 1.143 -0.218 -0.700 0.55 -0.96 0.32 -0.1042
H 0.392 -0.625 1.778 -0.22 0.12 -0.19 0.1531
H -0.947 2.279 -1.157 0.05 -0.24 0.14 0.0851
```
Forces are in eV/Å.

---

Computed, not measured: a 2-piece molecular cluster, C3H8O overall in a non-equilibrium geometry, with ωB97M-V/def2-TZVPD.

Calculated values
gap between HOMO and LUMO = 0.3754 hartree
LUMO level = 0.79 eV
SMILES string = C=CC.O
ΔE to the lowest compared entry with this formula, charge and spin = 2.0728 eV

XYZ file:
```
12
Properties=species:S:1:pos:R:3:forces:R:3:lowdin_charge:R:1
O 0.649 -1.626 4.955 -1.44 -4.46 -0.73 -0.1375
C -0.150 1.837 -1.605 1.99 0.88 0.03 -0.1444
C -0.389 0.424 -1.117 0.34 -0.70 -5.73 -0.2241
C -0.276 -0.635 -1.993 2.16 -0.24 0.19 -0.0420
H -0.248 -1.628 -1.541 -0.67 0.06 0.01 0.0206
H -0.749 0.304 -0.151 -0.38 -0.43 1.64 0.0610
H -0.695 2.571 -1.029 0.10 0.19 0.51 0.0490
H -0.304 2.188 -2.646 -0.38 -1.25 0.24 0.0737
H -0.138 -2.157 4.549 1.31 2.24 0.67 0.0762
H 1.079 -2.519 5.183 0.13 2.22 0.05 0.0612
H 0.243 -0.788 -3.095 -1.68 1.49 2.78 0.1119
H 0.979 2.030 -1.510 -1.47 0.02 0.34 0.0944
```
Forces are in eV/Å.

---

Computed, not measured: C38H42BIN5Ni as an isolated structure, with ωB97M-V/def2-TZVPD.

Calculated values
gap between HOMO and LUMO (spin up / spin down) = 0.2712 / 0.2712 hartree
LUMO level (spin up / spin down) = 2.30 / 2.30 eV
ΔE to the lowest compared entry with this formula, charge and spin = 0.0000 eV
net charge = -1

XYZ file:
```
88
Properties=species:S:1:pos:R:3:forces:R:3:lowdin_charge:R:1
I -3.850 -1.450 1.355 0.13 -0.01 -0.02 1.1541
Ni -1.461 -0.368 1.112 -0.03 -0.04 0.06 0.0480
N -3.049 3.446 2.448 -0.01 -0.02 -0.15 0.0698
N -2.258 5.660 1.651 -0.05 0.01 -0.04 0.0838
N 1.293 1.157 0.655 -0.04 -0.02 0.02 0.0506
N -0.294 1.280 -0.967 0.03 0.00 -0.06 0.0410
N -2.133 1.363 1.532 -0.33 -0.13 -0.09 0.0978
C -2.926 -3.308 1.113 -0.09 0.07 0.01 -0.6128
C 1.642 2.144 -0.281 0.03 -0.02 0.01 -0.0870
C -2.430 3.237 -1.391 -0.02 -0.03 0.00 -0.3686
C -1.297 1.011 -1.941 0.01 0.06 -0.01 -0.1034
C -3.112 -5.691 0.992 0.03 0.01 0.00 -0.0984
C -1.752 -5.783 0.945 -0.03 0.01 0.00 -0.0502
C -2.133 -0.372 -3.718 -0.01 -0.01 0.05 -0.0433
C -2.564 2.367 1.930 0.26 0.13 0.15 -0.3382
C -0.169 -1.241 -2.432 0.01 0.03 -0.02 -0.3599
C 4.582 0.651 -1.218 0.00 0.01 0.00 -0.0574
C -3.182 1.724 -3.248 -0.01 -0.01 -0.02 -0.0435
C 0.476 -4.760 0.972 0.00 0.01 0.00 -0.0601
C 4.460 -0.438 1.711 -0.02 0.00 -0.01 -0.0468
C -2.601 4.605 1.991 0.03 -0.01 0.13 -0.4469
C 3.376 0.416 3.656 0.01 -0.02 0.00 -0.0434
C 0.905 -1.209 -3.524 0.01 0.02 0.02 -0.0534
C 1.252 -3.642 1.015 -0.03 0.03 0.00 -0.0866
C 3.761 -1.696 -0.943 0.01 0.01 -0.01 -0.0569
C -3.715 -4.421 1.093 0.03 -0.04 -0.01 -0.1732
C 1.204 1.608 3.664 0.02 0.01 -0.03 -0.3548
C -2.013 4.472 -2.192 0.00 -0.01 0.00 -0.0554
C 2.330 0.681 1.514 0.03 0.03 0.00 -0.1167
C -0.932 -4.627 0.975 0.03 -0.02 0.00 -0.1809
C -0.699 -2.127 1.002 -0.02 0.03 -0.01 -0.1652
C -1.222 -0.177 -2.684 -0.05 -0.09 -0.05 -0.1161
C -1.509 -3.324 1.029 0.01 -0.01 -0.01 -0.2461
C 4.443 -0.248 3.081 0.00 0.01 0.00 -0.0821
C 0.701 2.912 3.042 0.00 0.00 0.00 -0.0539
C -3.860 3.412 -0.873 0.02 -0.01 -0.01 -0.0696
C -0.789 -2.634 -2.314 0.04 0.06 -0.01 -0.0504
C 0.711 2.207 -1.243 -0.03 0.02 0.02 -0.0553
C 2.312 0.902 2.899 -0.01 0.01 0.02 -0.1164
C -3.103 0.571 -4.009 0.00 0.01 0.00 -0.0796
C 3.498 -0.230 -0.590 -0.01 0.00 0.01 -0.3606
C 3.415 0.011 0.912 0.01 -0.01 -0.01 -0.1324
C 0.065 0.630 3.957 -0.01 0.10 0.00 -0.0504
C -2.294 1.963 -2.204 0.03 0.00 0.02 -0.1197
C 0.663 -2.357 1.004 0.03 -0.07 0.04 -0.1059
B -0.006 0.597 0.284 0.02 0.02 -0.07 -0.4255
H 1.533 3.574 2.792 0.00 0.00 0.00 0.0839
H 3.794 -1.809 -2.029 0.01 0.00 0.00 0.0710
H -0.033 -3.362 -2.011 0.00 0.01 0.01 0.0827
H -1.215 -2.962 -3.266 0.01 -0.03 0.00 0.0709
H 4.719 -2.043 -0.547 0.00 -0.01 0.00 0.0721
H 0.058 3.432 3.755 0.00 0.00 0.00 0.0807
H -4.564 3.548 -1.698 0.00 0.01 0.00 0.0686
H -3.731 -6.579 0.969 0.00 0.00 0.00 0.0960
H -0.375 0.290 3.018 0.01 -0.07 0.10 0.0255
H 0.910 -5.754 0.956 0.01 0.00 0.00 0.1025
H 3.360 0.578 4.729 0.00 0.00 0.00 0.1081
H -4.178 2.541 -0.298 0.00 0.00 0.00 0.0765
H 1.656 1.878 4.624 0.00 0.00 0.00 0.1194
H 0.477 -1.456 -4.499 -0.01 0.01 -0.01 0.0754
H 0.427 -0.242 4.505 0.00 0.00 -0.01 0.0826
H -4.791 -4.334 1.165 0.00 0.00 0.00 0.0823
H 1.692 -1.934 -3.306 -0.01 -0.01 0.00 0.0655
H 2.543 0.045 -1.039 -0.01 -0.02 0.03 0.1114
H 5.567 0.393 -0.821 0.00 -0.01 0.00 0.0761
H -2.660 4.604 -3.064 0.00 0.00 0.01 0.0752
H -0.985 4.392 -2.547 0.00 0.00 -0.01 0.0633
H 0.670 2.853 -2.105 0.00 0.00 0.00 0.1153
H -1.267 -6.751 0.891 -0.01 0.00 0.00 0.1052
H 2.333 -3.727 1.048 -0.01 -0.02 0.00 0.0956
H 4.404 1.707 -1.016 0.01 0.00 0.00 0.0667
H 5.299 -0.949 1.252 0.00 0.00 0.00 0.1038
H 0.317 -1.023 -1.481 -0.03 -0.01 -0.02 0.0950
H 5.259 -0.607 3.696 0.00 0.00 0.00 0.0963
H -0.720 1.118 4.540 0.00 -0.01 0.00 0.0833
H 1.359 -0.218 -3.597 0.01 0.00 0.01 0.0798
H -2.090 5.361 -1.563 0.00 0.00 0.00 0.0751
H -3.951 2.455 -3.466 0.00 0.00 0.00 0.1041
H 2.541 2.727 -0.167 0.00 0.00 0.00 0.1203
H 2.975 -2.345 -0.562 -0.01 0.00 0.00 0.0525
H -1.578 -2.639 -1.562 -0.01 -0.01 -0.04 0.0744
H 1.340 -1.516 1.006 0.01 0.02 0.00 0.0655
H 0.123 2.742 2.138 0.00 0.00 0.00 0.0522
H 4.606 0.510 -2.301 0.00 0.00 0.00 0.0777
H -1.764 3.155 -0.532 -0.01 0.01 0.00 0.1085
H -3.920 4.294 -0.235 -0.01 -0.01 0.00 0.0609
H -3.799 0.406 -4.822 0.00 0.00 0.00 0.0959
H -2.075 -1.279 -4.309 -0.02 0.00 0.00 0.1038
```
Forces are in eV/Å.

---

Computed, not measured: a 2-piece molecular cluster, C2H5FO2 overall in a non-equilibrium geometry, with ωB97M-V/def2-TZVPD.

Calculated values
gap between HOMO and LUMO = 0.3906 hartree
LUMO level = 0.69 eV
ΔE to the lowest compared entry with this formula, charge and spin = 2.9498 eV

XYZ file:
```
10
Properties=species:S:1:pos:R:3:forces:R:3:lowdin_charge:R:1
F -0.325 2.907 -0.522 0.39 -1.78 0.65 -0.0282
O -1.618 -1.554 -0.005 0.40 -0.23 -0.76 -0.0300
O 0.516 0.924 -0.581 -0.86 3.00 -0.90 -0.0974
C 1.327 -0.043 0.007 -2.24 -3.07 -0.49 -0.0913
C 0.102 1.840 0.247 -0.09 0.73 -0.99 -0.0539
H -1.921 -1.310 0.846 0.05 0.61 1.70 0.0179
H 2.202 0.361 0.351 2.15 0.89 0.85 0.0613
H 0.700 -0.478 0.774 0.48 -0.34 0.59 0.0764
H 1.475 -0.838 -0.744 0.17 0.54 0.27 0.1122
H -2.457 -1.808 -0.372 -0.44 -0.36 -0.91 0.0330
```
Forces are in eV/Å.

---

Computed, not measured: one molecule with the formula C5H10O in a non-equilibrium geometry, with ωB97M-V/def2-TZVPD.

Calculated values
gap between HOMO and LUMO (spin up / spin down) = 0.2873 / 0.3068 hartree
LUMO level (spin up / spin down) = 0.94 / 1.09 eV
ΔE to the lowest compared entry with this formula, charge and spin = 3.5427 eV

XYZ file:
```
16
Properties=species:S:1:pos:R:3:forces:R:3:lowdin_charge:R:1
O -0.233 -0.901 0.756 0.46 0.03 0.88 -0.0670
C -1.394 -1.181 0.258 -0.97 -0.27 -0.46 -0.2009
C 0.909 -0.675 0.116 0.29 0.34 -0.39 -0.1633
C 1.637 0.466 0.760 0.14 0.01 0.03 -0.2351
C -1.627 -1.131 -1.198 -0.01 0.06 -0.12 -0.0926
C 0.831 1.757 0.514 -0.05 0.10 -0.04 -0.1035
H -2.148 -1.373 1.010 0.07 -0.01 -0.14 0.1106
H 0.989 2.126 -0.506 0.00 -0.04 0.14 0.0723
H 1.075 2.561 1.215 0.09 -0.09 -0.09 0.0675
H -1.284 -2.027 -1.738 -0.02 0.07 0.05 0.0847
H -0.240 1.542 0.620 0.19 0.13 0.06 0.0674
H -1.068 -0.281 -1.629 -0.18 -0.14 0.06 0.0782
H 1.730 0.283 1.838 -0.04 -0.01 -0.16 0.1070
H 0.863 -0.730 -0.972 0.06 -0.04 0.13 0.0949
H 2.652 0.556 0.359 -0.16 -0.03 0.05 0.1021
H -2.693 -0.993 -1.401 0.15 -0.10 0.01 0.0780
```
Forces are in eV/Å.

---

- Which of these has the highest ΔE to the lowest compared entry with this formula, charge and spin?
  C9H14N5

---

- What is the ΔE to the lowest compared entry with this formula, charge and spin in the seventh record?
  3.5427 eV

---

- Which value of ΔE to the lowest compared entry with this formula, charge and spin does entry 4 give?
  2.0728 eV

---

- Among the records above, which one has the lowest ΔE to the lowest compared entry with this formula, charge and spin?
  C38H42BIN5Ni